# 1
The following is a quantum chemistry calculation of C27H33N6O3Rh as an isolated structure, from OMol25.

LUMO energy = -0.33 eV
Largest force on an atom = 0.0152 hartree/bohr
Energy relative to the best compared isomer or geometry (same formula, charge and spin) = 433.94 kJ/mol
Kohn-Sham gap = 5.42 eV

Atoms and positions in Å:
C (1.417, -0.991, 4.677)
C (4.198, -2.970, 0.797)
N (-0.634, 2.040, 1.318)
H (-0.962, -1.352, 0.149)
C (-0.151, -4.735, -2.777)
C (0.444, -3.249, -0.946)
C (2.152, -3.976, -2.517)
H (-0.195, -4.184, -3.718)
N (0.815, 0.065, 2.600)
H (2.811, -3.380, -1.899)
H (-1.270, -2.489, 1.498)
H (2.516, -1.069, 2.855)
C (-1.947, 5.581, -0.517)
C (-1.624, 5.607, 0.834)
H (2.061, -3.516, -3.501)
H (4.335, -2.483, -0.172)
H (0.914, -2.399, 1.450)
N (-0.005, -0.001, -2.357)
C (0.276, -0.486, 5.287)
H (4.443, -2.236, 1.568)
C (1.765, -2.334, 0.776)
N (0.831, -4.089, -1.904)
H (3.318, -4.910, 2.499)
H (2.674, -3.404, 3.149)
H (-2.165, -4.947, -0.061)
H (0.907, -2.160, -4.771)
H (-2.668, 0.196, -4.381)
C (-1.181, 0.387, -2.887)
C (-1.109, -4.770, 0.141)
H (-0.959, 4.473, 2.533)
C (1.626, -0.690, 3.345)
C (-1.038, 1.718, 2.550)
H (2.131, -1.598, 5.218)
H (1.584, -4.584, 2.427)
H (2.203, -1.347, 0.888)
H (2.573, -4.233, 0.213)
H (2.566, -4.978, -2.633)
C (-1.207, 4.454, 1.482)
H (-1.425, 0.815, 4.964)
C (-1.373, -2.343, 0.420)
C (-1.105, 3.262, 0.773)
H (0.054, -0.710, 6.322)
C (-0.231, 0.620, 3.221)
O (-2.849, 2.071, -2.862)
C (2.768, -3.471, 0.977)
H (0.163, -5.760, -2.971)
H (-0.518, -5.539, -0.347)
C (-0.547, 0.339, 4.552)
H (-0.948, -4.825, 1.220)
C (-1.850, 4.402, -1.238)
H (-1.370, -1.592, -5.619)
H (-2.432, -2.353, 0.163)
C (2.573, -4.130, 2.341)
H (-2.097, 4.370, -2.289)
H (4.916, -3.787, 0.872)
C (0.703, -0.898, -3.046)
C (0.266, -1.481, -4.224)
N (-0.722, -3.434, -0.315)
C (-0.990, -1.142, -4.710)
H (-1.695, 6.534, 1.390)
H (-1.136, -4.739, -2.327)
C (-1.714, -0.180, -4.038)
H (1.690, -1.108, -2.653)
Rh (-0.109, 0.778, -0.175)
C (-1.427, 3.244, -0.593)
O (-1.907, 2.262, 3.234)
O (1.276, -2.291, -0.600)
C (-1.870, 1.592, -2.290)
H (-2.276, 6.485, -1.013)
N (-1.210, 2.008, -1.215)

Force components x, y, z for each atom (eV/Å):
-0.02 0.00 0.01
-0.01 -0.02 -0.06
-0.04 0.14 0.17
-0.06 -0.04 -0.07
0.05 -0.15 0.05
0.10 -0.45 0.39
0.11 -0.18 0.12
0.01 -0.02 -0.01
0.01 -0.01 0.02
0.00 -0.01 -0.02
-0.01 -0.02 -0.02
0.02 0.00 0.00
-0.01 0.07 0.03
0.01 0.06 -0.02
0.02 0.01 0.02
0.00 0.01 0.00
-0.03 -0.04 -0.01
-0.45 -0.28 0.51
0.02 -0.03 0.01
0.00 0.00 0.00
-0.13 0.20 -0.01
-0.26 0.60 -0.44
0.00 -0.01 -0.01
0.01 0.00 0.00
0.00 0.00 -0.01
0.03 0.02 0.00
-0.01 0.00 0.01
0.06 -0.06 -0.10
-0.18 -0.03 -0.22
-0.03 -0.01 0.02
-0.02 0.03 -0.01
0.06 -0.01 -0.21
0.00 0.00 0.00
-0.01 0.02 0.00
-0.01 -0.03 0.05
-0.05 -0.02 0.03
0.00 0.01 -0.02
0.01 -0.10 -0.07
0.01 0.01 0.00
0.05 0.10 0.04
-0.22 -0.02 -0.18
0.00 0.00 0.00
0.02 -0.07 0.01
0.03 0.06 -0.11
0.05 0.03 0.05
-0.03 -0.01 0.00
0.02 0.00 0.04
-0.02 -0.02 -0.05
-0.02 0.00 0.00
-0.01 -0.09 0.05
0.00 0.01 -0.01
-0.01 0.01 0.00
0.01 0.01 0.02
-0.04 -0.03 0.00
0.00 0.00 0.00
0.22 0.21 -0.03
0.03 0.02 -0.02
0.41 0.13 0.43
-0.03 -0.02 -0.04
-0.01 0.00 0.00
-0.01 0.04 -0.04
0.04 0.04 0.00
-0.04 -0.09 0.04
0.50 0.25 -0.47
-0.11 0.04 0.39
0.03 0.05 0.11
-0.12 -0.40 -0.32
0.14 -0.07 0.16
0.01 0.00 0.00
-0.11 0.16 -0.20

# 2
The following is a quantum chemistry calculation of C26H38ClGeN3O2Si3Tc as an isolated structure, from OMol25.

LUMO energy (alpha / beta) = -10.14 / -10.42 eV
Multiplicity = 3
Total charge = +3
Largest force on an atom = 0.0431 hartree/bohr
Kohn-Sham gap (alpha / beta) = 5.40 / 5.13 eV

Atoms and positions in Å:
H (6.173, 1.827, -4.623)
H (2.618, 0.820, -1.959)
H (-4.757, 1.639, -0.610)
H (-0.834, 2.713, -1.246)
O (0.864, 1.915, 0.455)
C (-4.554, 1.095, -1.530)
H (-4.913, 0.077, -1.419)
H (-1.656, -4.292, -3.361)
H (-4.708, -2.646, -0.475)
C (-1.560, -3.243, -3.091)
Si (-2.695, 1.209, -1.983)
C (8.712, 1.405, -3.896)
H (-0.850, -3.616, 0.524)
C (1.372, 3.272, 3.789)
C (2.848, -1.522, 0.184)
C (7.694, -0.007, -2.204)
H (-5.156, 1.560, -2.306)
N (2.103, -0.572, -0.459)
H (-3.316, -2.740, 3.508)
H (-0.502, -2.997, -3.103)
C (-1.918, 2.753, -1.173)
H (-2.182, 2.818, -0.120)
H (-1.918, -1.897, 2.820)
H (1.731, 4.236, 3.466)
C (-4.266, -2.859, -1.443)
C (-5.614, -0.791, 1.970)
C (0.419, 0.800, 4.643)
H (2.436, -2.154, 0.953)
C (1.076, 2.664, 1.442)
H (-1.127, 0.441, -3.776)
C (-2.813, -1.772, 3.433)
O (-0.178, 0.238, 2.459)
C (5.302, -0.111, -1.988)
H (-2.120, 1.764, -4.361)
C (1.411, 2.942, 5.129)
H (-2.478, -1.509, 4.441)
H (-6.389, -0.232, 2.500)
C (-2.135, 0.852, -3.770)
C (6.574, -0.481, -1.549)
H (4.186, 0.955, -3.496)
C (0.914, 2.353, 2.822)
N (9.654, 1.867, -4.350)
Tc (0.485, -0.016, 0.657)
H (-2.789, 0.152, -4.280)
Si (-2.358, -2.933, -1.394)
Si (-3.928, -0.434, 2.721)
H (-2.971, 1.719, 3.573)
H (4.953, -2.121, -0.053)
C (4.118, -1.502, -0.307)
H (8.680, -0.285, -1.863)
H (-5.662, -0.487, 0.926)
C (2.923, 0.015, -1.319)
Ge (-1.363, -0.583, -0.703)
H (0.073, -0.176, 4.948)
H (1.020, 1.414, 6.592)
C (7.552, 0.850, -3.296)
H (-2.525, -4.076, 0.844)
H (6.716, -1.112, -0.686)
C (5.162, 0.698, -3.115)
H (-1.559, -5.013, -0.263)
H (-2.256, 3.669, -1.649)
H (-4.640, -2.141, -2.166)
C (6.281, 1.185, -3.762)
C (-3.340, 1.350, 2.618)
C (-1.763, -4.001, 0.074)
H (-4.637, -3.833, -1.753)
Cl (2.065, 4.027, 6.283)
H (-5.898, -1.841, 2.024)
C (0.944, 1.681, 5.549)
H (-2.052, -2.669, -3.872)
C (0.366, 1.098, 3.263)
H (-2.526, 1.441, 1.898)
N (4.158, -0.523, -1.261)
H (1.470, 3.661, 1.213)
H (-4.149, 2.015, 2.315)

Force components x, y, z for each atom (eV/Å):
0.01 0.04 -0.06
0.20 0.11 -0.08
0.11 0.09 0.14
0.07 0.04 -0.07
-0.21 -0.83 -0.46
0.84 -0.13 -0.27
-0.01 -0.18 -0.05
-0.08 -0.22 0.09
0.00 0.05 0.18
-0.24 0.31 0.72
0.16 0.55 0.68
0.05 0.01 -0.12
0.08 -0.01 -0.03
0.24 0.10 0.66
0.67 -0.65 0.29
-0.15 0.10 -0.18
-0.02 0.09 -0.20
0.24 -0.05 -0.39
-0.09 0.16 -0.11
0.13 0.00 0.05
-0.24 -0.52 -0.61
-0.11 -0.08 0.14
0.02 0.17 -0.08
0.13 0.14 -0.01
0.94 0.37 -0.02
0.70 -0.27 0.56
-0.17 -0.16 -0.71
0.04 -0.18 0.02
0.20 0.79 1.40
0.12 -0.01 -0.04
-0.73 0.30 -0.15
-0.80 -0.90 -0.73
1.07 0.44 -0.69
-0.03 0.24 0.04
-0.01 0.13 -0.53
0.00 0.19 -0.05
0.06 0.21 0.07
-0.26 -0.03 0.78
-0.34 0.04 0.05
-0.10 0.03 -0.07
-0.43 -0.84 -0.42
0.48 0.23 -0.26
-0.36 0.17 -0.62
-0.13 -0.15 0.02
0.20 -0.46 0.29
-0.12 0.17 -0.18
0.16 -0.14 0.18
0.18 -0.08 -0.02
-0.38 -0.29 0.39
0.04 0.01 0.03
0.14 0.23 -0.12
0.10 0.39 -0.43
-0.75 0.01 -0.69
-0.07 -0.06 0.11
-0.03 -0.01 0.13
-0.50 -0.27 0.36
-0.17 0.07 0.10
-0.03 -0.02 0.08
-0.09 -0.19 0.29
0.03 -0.22 -0.10
-0.07 0.14 -0.12
-0.03 0.12 -0.13
0.14 -0.10 0.14
-0.52 -0.65 0.16
-0.12 0.36 -0.68
0.10 -0.27 -0.06
-0.06 0.02 -0.03
0.14 -0.11 0.08
0.15 0.33 -0.20
-0.11 0.14 -0.04
0.80 1.32 1.59
0.15 -0.13 -0.08
-1.10 -0.03 0.31
-0.14 -0.11 -0.14
-0.10 -0.12 -0.10

no.,electronic energy (Ha)
1,-1713.39010
2,-4813.69560